Record 1
85
Properties=species:S:1:pos:R:3:forces:R:3 method="wB97M-V/def2-TZVPD" gap_ev="6.96 / 7.04" e_homo_ev="-6.60 / -6.68" multiplicity=6
O -0.966 -3.131 -1.096 -2.7 -3.4 0.9
C -1.793 -3.775 0.019 0.4 0.7 0.0
C -2.296 -4.907 -0.842 0.5 0.4 0.1
H -2.566 -3.063 0.297 0.1 -0.1 0.3
H -1.125 -4.069 0.831 -0.2 0.3 0.0
C -1.389 -4.319 -1.924 0.0 -0.9 -0.4
H -3.353 -4.825 -1.086 0.1 -0.2 0.1
H -2.011 -5.910 -0.531 -0.2 0.1 0.1
C -2.219 -3.956 -3.115 0.3 0.1 -0.7
H -3.001 -3.240 -2.840 0.1 -0.2 -0.1
H -2.679 -4.876 -3.494 0.0 0.1 0.2
H -1.613 -3.549 -3.920 -0.2 0.0 0.0
C -0.196 -5.227 -2.196 -0.1 0.2 -0.4
H 0.333 -5.454 -1.257 -0.1 0.1 -0.4
H 0.492 -4.756 -2.915 -0.1 -0.2 0.3
H -0.582 -6.169 -2.634 0.2 0.4 0.2
Dy 0.151 -1.295 -1.029 2.4 2.7 -0.5
C 2.807 -0.690 -0.643 0.1 -0.7 0.5
C 2.389 -0.744 0.709 0.2 -0.8 -0.3
C 1.928 -2.058 0.989 0.2 0.2 -0.4
H 2.482 0.059 1.436 -0.3 -0.1 -0.2
C 2.108 -2.842 -0.198 0.5 0.2 0.0
C 2.658 -1.992 -1.206 0.2 -0.4 1.0
H 3.003 -2.320 -2.178 -0.1 0.1 0.2
H 3.247 0.175 -1.122 -0.2 -0.1 -0.1
H 1.607 -2.411 1.968 0.0 0.0 -0.3
H 1.996 -3.921 -0.277 -0.1 0.3 0.0
C 0.644 0.306 -3.036 -0.6 -0.4 -0.3
C 1.161 -0.904 -3.560 -0.5 0.2 -0.5
C 0.066 -1.761 -3.852 -0.1 0.7 0.4
H 2.210 -1.107 -3.789 -0.5 0.1 0.1
C -1.128 -1.078 -3.470 0.5 0.4 -0.1
C -0.783 0.194 -2.946 0.3 -0.4 -0.9
H -1.497 0.929 -2.571 0.4 -0.4 -0.1
H 1.239 1.170 -2.791 0.0 -0.2 0.2
H 0.102 -2.699 -4.390 0.2 0.0 0.2
H -2.134 -1.422 -3.651 0.0 0.0 0.2
O -3.369 -1.514 2.622 0.1 -1.1 1.6
C -1.953 -1.724 2.615 0.2 0.6 -0.4
C -1.598 -2.741 3.706 -0.7 0.0 -0.3
H -1.480 -0.749 2.796 0.1 -0.2 0.1
H -1.648 -2.025 1.598 -0.1 0.2 0.7
C -2.639 -2.408 4.799 0.7 0.4 -0.2
H -0.562 -2.622 4.025 -0.1 -0.1 0.1
H -1.763 -3.766 3.359 0.2 0.1 -0.1
C -3.790 -1.731 4.024 -0.1 0.4 -0.3
H -2.162 -1.678 5.470 -0.4 -0.2 0.0
H -2.954 -3.268 5.400 0.1 0.2 -0.3
H -3.982 -0.754 4.506 -0.2 -0.3 -0.5
H -4.719 -2.326 4.036 0.4 0.3 -0.2
N -0.013 0.650 -0.138 0.0 1.6 0.6
P 0.532 2.095 0.100 -0.5 -1.6 0.0
C 2.174 2.670 -0.544 0.5 -0.1 -0.2
C 3.327 2.666 0.271 -0.2 0.2 -0.3
C 4.528 3.209 -0.185 -0.1 -0.1 -0.1
C 4.632 3.707 -1.486 -0.4 -0.2 -0.1
C 3.512 3.671 -2.324 0.1 -0.2 0.4
C 2.299 3.166 -1.851 0.2 0.2 0.2
C -0.538 3.434 -0.498 -0.9 -0.1 0.1
C -0.881 3.481 -1.857 0.1 0.4 -0.2
C -1.623 4.545 -2.364 -0.2 0.2 0.4
C -2.074 5.557 -1.499 0.3 -0.3 0.1
C -1.821 5.449 -0.127 -0.3 0.0 -0.2
C -1.138 4.346 0.382 0.4 0.3 -0.5
C 0.773 2.550 1.836 -0.1 0.1 0.7
C 1.308 3.807 2.170 -0.2 -0.3 0.4
C 1.359 4.213 3.503 0.1 -0.1 -0.5
C 0.887 3.366 4.506 -0.1 -0.2 -0.1
C 0.383 2.100 4.180 0.2 0.3 -0.1
C 0.328 1.684 2.844 0.1 0.5 0.1
H 3.275 2.302 1.300 0.0 0.1 -0.4
H 5.380 3.253 0.494 -0.2 -0.1 -0.2
H 5.579 4.098 -1.854 -0.2 0.0 0.1
H 3.567 4.044 -3.343 0.1 0.0 0.1
H 1.432 3.214 -2.508 0.3 0.0 0.2
H -0.548 2.700 -2.546 0.0 0.3 0.3
H -1.835 4.601 -3.431 0.0 0.0 0.2
H -2.628 6.409 -1.890 0.2 -0.2 0.1
H -2.149 6.230 0.562 -0.1 -0.3 -0.2
H -1.025 4.227 1.457 0.1 0.2 -0.3
H 1.670 4.464 1.374 -0.2 -0.2 0.3
H 1.775 5.195 3.729 -0.1 -0.3 0.1
H 0.920 3.707 5.540 0.0 -0.2 -0.2
H 0.027 1.437 4.969 0.1 0.2 -0.2
H -0.067 0.697 2.586 0.2 0.4 -0.1



Record 2
54
Properties=species:S:1:pos:R:3:forces:R:3 method="wB97M-V/def2-TZVPD" gap_ev="6.12 / 5.70" e_homo_ev="-11.12 / -11.13" multiplicity=5 charge=+1
Mn -0.063 -0.291 0.158 -0.1 0.0 0.1
C 2.921 -1.189 -0.235 0.0 0.1 0.0
O 1.919 -0.132 -0.103 0.2 0.0 -0.1
C 2.399 1.179 0.052 0.0 -0.1 0.0
C 3.737 1.509 0.046 -0.1 0.1 0.0
C 4.078 2.849 0.197 0.0 0.0 0.0
C 3.099 3.818 0.353 0.0 0.0 0.0
C 1.757 3.469 0.362 0.1 0.0 0.0
C 1.409 2.138 0.212 -0.2 -0.1 0.0
N 0.064 1.646 0.212 0.2 0.0 0.0
N -0.851 2.524 0.312 -0.1 0.0 -0.1
C -2.151 2.228 0.324 0.1 0.2 -0.1
C -2.652 0.910 0.157 -0.1 -0.4 0.0
O -1.878 -0.131 0.018 0.0 0.2 0.0
C -4.047 0.681 0.129 0.0 0.2 0.0
C -4.899 1.728 0.285 0.0 0.0 0.0
C -4.455 3.072 0.477 0.0 0.0 0.0
C -5.381 4.118 0.641 0.0 0.0 0.0
C -4.942 5.405 0.825 0.0 0.0 0.0
C -3.567 5.669 0.850 0.0 0.0 0.0
C -2.644 4.660 0.691 0.0 0.0 0.0
C -3.076 3.342 0.498 0.0 0.0 0.0
H 3.519 -0.984 -1.119 0.0 0.0 0.0
H 2.384 -2.119 -0.354 0.0 0.0 0.0
H 3.530 -1.204 0.666 0.0 0.0 0.0
H 4.505 0.762 -0.075 0.0 0.0 0.0
H 5.122 3.128 0.189 0.0 0.0 0.0
H 3.379 4.856 0.470 0.0 0.0 0.0
H 0.985 4.213 0.487 0.0 0.0 0.0
H -4.398 -0.331 -0.010 0.0 0.0 0.0
H -5.968 1.545 0.269 0.0 0.0 0.0
H -6.440 3.893 0.618 0.0 0.0 0.0
H -5.651 6.212 0.949 0.0 0.0 0.0
H -3.222 6.685 0.993 0.0 0.0 0.0
H -1.588 4.883 0.711 0.0 0.0 0.0
Br 0.421 -0.927 6.440 0.0 0.0 0.0
C -0.606 0.398 5.593 -0.1 0.1 0.0
C -1.432 1.201 6.374 0.0 0.0 0.0
C -2.205 2.188 5.789 0.0 0.0 0.0
C -2.165 2.392 4.417 0.0 0.0 0.0
C -1.345 1.601 3.630 0.0 0.0 0.1
C -0.572 0.610 4.223 -0.2 0.2 -0.1
I 0.638 -0.562 3.001 0.2 -0.3 0.0
H -1.464 1.044 7.443 0.0 0.0 0.0
H -2.843 2.802 6.411 0.0 0.0 0.0
H -2.768 3.164 3.959 0.0 0.0 0.0
H -1.305 1.757 2.562 0.0 0.0 0.1
N -0.043 -2.178 -0.152 -0.1 0.1 -0.1
C 0.019 -3.321 -0.408 0.1 0.0 0.1
C 0.235 -4.629 -0.679 -0.1 0.0 -0.1
C -0.850 -5.541 -0.801 0.1 -0.1 0.0
N -1.728 -6.276 -0.904 0.0 0.0 0.0
C 1.607 -4.973 -0.841 0.0 0.0 0.1
N 2.745 -5.134 -0.924 0.0 0.0 -0.1



Record 3
11
Properties=species:S:1:pos:R:3:forces:R:3 method="wB97M-V/def2-TZVPD" gap_ev=10.01 e_homo_ev=-9.18
C 0.360 -0.064 -1.669 0.0 0.0 -0.1
N 0.019 0.018 -0.264 0.0 -0.1 0.0
N -1.127 -0.386 0.234 0.3 0.1 0.2
C -0.995 -0.294 1.547 -0.1 -0.1 0.1
C 0.336 0.072 1.936 -0.3 -0.2 -0.1
N 0.957 0.238 0.696 -0.1 0.0 0.0
H 0.655 -1.083 -1.938 0.0 0.1 0.0
H 1.195 0.615 -1.846 -0.1 -0.1 0.0
H -0.502 0.238 -2.264 0.1 0.0 0.1
H -1.829 -0.535 2.192 0.1 0.0 -0.1
H 0.930 1.181 1.376 0.1 0.2 -0.1



Values for electronic energy, Eh, ordered as above
-2867.27183, -5485.78638, -281.41972